# 1
This record from the OMol25 dataset describes C20H22BN10OPt as an isolated structure at a distorted geometry. The level of theory is ωB97M-V/def2-TZVPD.

Positions of all 55 atoms, in Å:
Pt (-0.20, 0.40, -0.52)
C (-1.57, 4.32, -1.64)
C (-0.39, 3.69, -1.23)
N (-0.65, 2.77, -0.31)
N (-1.98, 2.79, -0.11)
C (-2.55, 3.71, -0.90)
B (-2.75, 1.87, 0.87)
N (-1.82, 1.17, 1.87)
C (-2.07, 0.86, 3.15)
C (-1.04, 0.08, 3.62)
C (-0.19, -0.08, 2.53)
N (-0.68, 0.58, 1.49)
N (-3.42, 0.75, 0.05)
C (-4.70, 0.45, -0.17)
C (-4.75, -0.69, -0.95)
C (-3.41, -1.02, -1.16)
N (-2.63, -0.15, -0.55)
N (-3.75, 2.75, 1.61)
C (-3.47, 3.57, 2.65)
C (-4.57, 4.34, 2.89)
C (-5.49, 3.94, 1.91)
N (-4.98, 2.99, 1.15)
H (-1.68, 5.10, -2.37)
H (0.62, 3.87, -1.55)
H (-3.61, 3.86, -0.89)
H (-2.94, 1.21, 3.66)
H (-0.92, -0.33, 4.61)
H (0.74, -0.62, 2.46)
H (-5.48, 1.06, 0.23)
H (-5.62, -1.20, -1.31)
H (-2.98, -1.83, -1.72)
H (-2.51, 3.55, 3.14)
H (-4.71, 5.09, 3.65)
H (-6.49, 4.29, 1.73)
N (0.15, 0.48, -2.37)
C (-0.17, 1.17, -3.43)
C (0.79, 1.50, -4.43)
C (0.46, 2.33, -5.48)
C (-0.83, 2.83, -5.61)
C (-1.80, 2.47, -4.68)
C (-1.50, 1.65, -3.63)
H (1.80, 1.12, -4.34)
H (1.21, 2.59, -6.21)
H (-1.08, 3.49, -6.43)
H (-2.81, 2.86, -4.78)
H (-2.24, 1.36, -2.90)
C (3.63, -2.41, -0.17)
C (2.43, -1.59, -0.60)
N (2.36, -1.27, -1.89)
O (1.58, -1.27, 0.21)
H (4.51, -2.15, -0.75)
H (3.41, -3.46, -0.31)
H (3.82, -2.23, 0.88)
H (3.09, -1.51, -2.55)
H (1.57, -0.67, -2.19)

Summary:
Gap between HOMO and LUMO (alpha / beta) in eV: 7.42 / 6.66
Net charge: 0
Multiplicity: 4

Computed natural (NBO) charges, given in elementary charges: 1.010, -0.339, -0.046, -0.325, -0.355, -0.025, 0.932, -0.323, -0.010, -0.336, -0.010, -0.334, -0.353, -0.019, -0.354, -0.041, -0.340, -0.370, -0.038, -0.349, -0.052, -0.294, 0.227, 0.213, 0.235, 0.234, 0.231, 0.238, 0.254, 0.224, 0.212, 0.223, 0.228, 0.206, -0.529, 0.068, -0.199, -0.221, -0.215, -0.154, -0.202, 0.208, 0.214, 0.212, 0.208, 0.229, -0.704, 0.688, -0.815, -0.662, 0.216, 0.238, 0.240, 0.394, 0.431

---

# 2
This record from the OMol25 dataset describes a 10-piece molecular cluster, C30H57FN11O22P overall at a distorted geometry. The level of theory is ωB97M-V/def2-TZVPD.

Positions of all 122 atoms, in Å:
C (7.17, -2.29, 1.38)
C (6.23, -0.98, 1.00)
O (7.02, 0.24, 1.23)
C (6.25, 1.25, 1.97)
C (5.31, 2.23, 1.01)
C (6.08, 3.51, 0.31)
C (7.70, 3.84, 0.47)
C (8.58, 2.98, -0.61)
C (8.02, 3.04, -2.16)
O (8.31, 4.35, -2.80)
C (5.23, 4.59, -0.64)
F (5.90, 5.74, -1.29)
C (3.63, 4.27, -0.81)
C (2.87, 2.96, -0.13)
N (1.40, 2.80, -0.41)
C (0.80, 1.57, 0.23)
P (-1.08, 1.29, -0.16)
C (-2.06, 0.80, 1.39)
C (-3.69, 0.84, 1.01)
C (-1.32, 0.09, -1.62)
C (-1.48, 1.05, -2.99)
C (1.70, 0.56, 1.14)
C (0.92, -0.78, 1.75)
O (0.32, -0.57, 3.07)
C (0.95, 0.53, 3.81)
C (0.32, 2.02, 4.09)
O (2.17, 0.28, 4.35)
N (3.17, 0.67, 1.46)
C (3.69, 1.90, 0.79)
H (7.17, -2.44, 2.56)
H (8.28, -2.15, 0.98)
H (6.74, -3.26, 0.88)
H (5.27, -1.07, 1.66)
H (5.91, -0.98, -0.13)
H (5.52, 0.78, 2.78)
H (6.95, 1.99, 2.59)
H (8.06, 3.55, 1.54)
H (7.91, 5.00, 0.33)
H (9.71, 3.33, -0.62)
H (8.56, 1.86, -0.28)
H (8.61, 2.23, -2.77)
H (6.88, 2.77, -2.26)
H (7.58, 4.43, -3.51)
H (2.97, 5.00, -1.45)
H (-1.93, 1.51, 2.31)
H (-1.86, -0.35, 1.66)
H (-4.30, 0.54, 1.98)
H (-4.00, 1.87, 0.56)
H (-3.91, -0.02, 0.23)
H (-2.39, -0.42, -1.50)
H (-0.46, -0.69, -1.78)
H (-1.83, 2.13, -2.62)
H (-2.35, 0.62, -3.66)
H (-0.47, 1.21, -3.55)
H (1.76, -1.62, 1.87)
H (0.17, -1.20, 0.94)
H (0.70, 2.34, 5.17)
H (0.82, 2.76, 3.34)
H (-0.85, 2.07, 4.12)
C (-4.94, -1.06, -5.95)
N (-3.94, -0.41, -5.06)
O (-4.36, 0.05, -3.99)
O (-2.77, -0.37, -5.46)
H (-5.92, -1.02, -5.47)
H (-4.95, -0.51, -6.90)
H (-4.62, -2.09, -6.10)
C (-6.91, -3.16, -9.87)
N (-6.48, -2.16, -8.86)
O (-5.48, -1.48, -9.12)
O (-7.17, -2.07, -7.83)
H (-6.22, -3.13, -10.71)
H (-6.88, -4.14, -9.39)
H (-7.92, -2.90, -10.19)
C (-10.07, -1.52, -5.86)
N (-10.41, -2.90, -6.29)
O (-11.35, -3.03, -7.10)
O (-9.74, -3.82, -5.82)
H (-10.74, -0.82, -6.36)
H (-10.19, -1.48, -4.77)
H (-9.03, -1.34, -6.14)
C (7.42, -0.35, 5.22)
N (8.64, -0.91, 5.86)
O (9.25, -0.19, 6.65)
O (8.95, -2.07, 5.55)
H (7.27, 0.67, 5.59)
H (7.58, -0.35, 4.14)
H (6.58, -0.98, 5.50)
C (-5.46, -2.19, 4.27)
N (-4.97, -2.20, 2.87)
O (-5.74, -2.61, 2.00)
O (-3.82, -1.79, 2.68)
H (-6.49, -2.57, 4.29)
H (-4.80, -2.83, 4.86)
H (-5.43, -1.16, 4.62)
C (-1.97, 1.65, 6.70)
N (-3.28, 1.01, 6.38)
O (-3.89, 0.49, 7.32)
O (-3.65, 1.05, 5.21)
H (-1.77, 1.55, 7.76)
H (-1.21, 1.15, 6.11)
H (-2.05, 2.71, 6.42)
C (11.64, 2.49, -5.10)
N (10.76, 1.30, -4.95)
O (9.94, 1.31, -4.03)
O (10.92, 0.38, -5.77)
H (11.40, 3.21, -4.31)
H (12.67, 2.15, -5.00)
H (11.46, 2.91, -6.09)
C (-6.03, 0.32, 9.69)
N (-5.61, 1.33, 10.70)
O (-4.60, 2.00, 10.44)
O (-6.29, 1.41, 11.72)
H (-5.34, 0.35, 8.84)
H (-6.00, -0.66, 10.17)
H (-7.04, 0.58, 9.37)
C (-9.36, -6.68, -3.87)
N (-10.24, -7.87, -3.72)
O (-11.06, -7.85, -2.80)
O (-10.08, -8.78, -4.54)
H (-9.60, -5.96, -3.09)
H (-8.33, -7.02, -3.77)
H (-9.54, -6.25, -4.86)

Summary:
Gap between HOMO and LUMO in eV: 6.47
Net charge: 0
Relative energy (zero: lowest compared OMol25 entry of this formula, charge and spin) in kJ/mol: 909.9
SMILES string: CCOCc1c(CCCO)c(F)cc2nc(P(CC)CC)c(COC(C)=O)nc12.C[N+](=O)[O-].C[N+](=O)[O-].C[N+](=O)[O-].C[N+](=O)[O-].C[N+](=O)[O-].C[N+](=O)[O-].C[N+](=O)[O-].C[N+](=O)[O-].C[N+](=O)[O-]

Löwdin population analysis, charges in e, atoms 1 to 99: -0.097, -0.249, -0.222, -0.195, 0.016, -0.025, -0.161, -0.154, -0.237, -0.152, -0.052, -0.067, 0.053, -0.140, 0.038, -0.289, 0.941, -0.430, -0.183, -0.402, -0.193, -0.130, -0.142, -0.123, -0.279, -0.021, -0.039, 0.114, -0.082, 0.076, 0.090, 0.081, 0.110, 0.133, 0.124, 0.128, 0.102, 0.125, 0.124, 0.113, 0.087, 0.124, 0.109, 0.101, 0.070, 0.069, 0.066, 0.076, 0.074, 0.083, 0.079, 0.063, 0.025, 0.080, 0.141, 0.125, 0.109, 0.107, 0.063, 0.024, -0.405, 0.043, 0.047, 0.090, 0.085, 0.107, 0.050, -0.404, 0.064, 0.034, 0.100, 0.106, 0.106, 0.041, -0.417, 0.061, 0.035, 0.099, 0.104, 0.079, 0.033, -0.424, 0.052, 0.047, 0.097, 0.081, 0.106, 0.042, -0.414, 0.055, 0.028, 0.096, 0.103, 0.088, 0.043, -0.397, 0.039, 0.052, 0.105

---

no.,total energy (Ha)
1,-1542.3090
2,-3874.5519